A structure of composition C15H23AuI2OP2 in a non-equilibrium geometry, computed with ωB97M-V/def2-TZVPD.

The geometry in XYZ format:
```
44
Properties=species:S:1:pos:R:3:forces:R:3
I -3.001 0.011 -0.256 -0.567 -0.075 0.056
I 3.220 -0.026 0.786 0.054 -0.725 1.232
Au -0.347 -0.066 -0.136 1.087 0.833 -0.840
P -0.020 -2.436 -0.208 -0.941 -1.350 -0.919
C -0.319 -3.494 1.251 0.105 0.228 -0.081
C -1.303 -3.072 -1.338 0.572 0.177 0.163
H -1.049 -4.134 -1.507 -0.480 0.430 -0.203
H 1.384 -4.090 -1.149 0.375 0.429 0.018
H -1.238 -2.459 -2.253 -0.341 -0.542 0.193
H 1.751 -2.425 -1.822 0.131 -0.531 0.400
H -1.264 -3.181 1.740 0.567 -0.275 -0.160
H -2.270 -2.932 -0.822 0.380 -0.217 -0.522
C 1.565 -3.026 -0.912 -0.313 0.499 0.187
H -0.428 -4.525 0.836 0.135 0.656 0.542
H 2.383 -2.898 -0.178 -0.367 -0.190 -0.530
H 0.550 -3.396 1.929 -0.673 -0.466 -0.207
P -0.016 2.350 -0.321 -0.601 1.647 -0.143
C -0.201 3.219 1.277 0.016 -0.393 0.062
C 1.525 3.061 -0.992 0.272 -0.479 -0.189
H -1.350 2.549 -2.313 -0.136 0.152 0.089
H -1.125 4.158 -1.571 0.087 -0.312 0.203
H -2.282 2.987 -0.856 0.139 0.023 -0.178
C -1.320 3.096 -1.366 0.073 -0.317 -0.054
H 1.794 2.534 -1.914 0.056 0.126 0.109
H 1.414 4.131 -1.228 -0.201 -0.368 0.207
H -0.188 4.312 1.156 0.024 -0.387 -0.149
H 0.624 2.921 1.934 -0.151 0.127 0.005
H 2.333 2.943 -0.263 -0.089 0.022 -0.141
H -1.149 2.915 1.735 0.134 0.113 0.006
C -0.200 -0.031 2.053 -0.830 -0.483 4.253
O -0.933 0.433 2.887 2.184 -1.048 -3.472
C 0.862 -0.892 1.821 -1.241 1.336 1.489
C 1.970 -1.120 2.485 -0.525 1.314 -0.401
C 2.155 -1.419 3.882 0.883 -0.052 0.085
C 1.054 -1.879 4.654 0.103 0.268 0.771
C 1.151 -1.875 6.061 -0.064 -0.041 -1.198
C 2.324 -1.437 6.676 0.095 -0.011 0.460
C 3.421 -1.015 5.918 0.271 0.079 -0.379
C 3.354 -1.036 4.529 -0.272 0.064 -0.136
H 0.127 -2.176 4.171 0.150 -0.034 0.082
H 0.304 -2.194 6.666 0.194 0.029 -0.215
H 2.377 -1.431 7.781 0.019 0.038 -0.804
H 4.331 -0.649 6.399 -0.349 -0.226 -0.106
H 4.164 -0.695 3.885 0.033 -0.068 0.415
```
Positions in Å, forces in eV/Å.

The value obtained for the total energy is -2073.677954 Ha. The maximum force comes out at 4.360 eV/A. For the HOMO-LUMO gap (spin up / spin down), the calculation gives 6.20 / 5.17 eV. The value obtained for the molar mass is 732.07 g mol⁻¹. As for the charge: +2. The value obtained for the relative energy (zero: lowest compared OMol25 entry of this formula, charge and spin) is 36.5 kcal/mol. The spin multiplicity is 3.